[1]
Below is 5 unconnected molecules or ions with the total composition C14H36N2O10, with properties calculated with wB97M-V/def2-TZVPD.

XYZ file:
```
62
Properties=species:S:1:pos:R:3
C 0.521 1.665 4.125
N 1.409 2.560 3.414
O 1.680 3.626 4.005
O 1.980 2.233 2.396
H 0.972 1.063 4.913
H 0.080 0.902 3.484
H -0.313 2.222 4.553
C 0.220 2.396 -0.277
N -0.570 1.597 0.661
O -0.528 0.388 0.581
O -1.255 2.157 1.549
H 0.566 1.808 -1.126
H 1.019 2.802 0.345
H -0.398 3.200 -0.676
C -6.470 3.706 0.778
O -5.671 2.649 0.176
C -4.473 3.129 -0.388
C -4.026 2.137 -1.516
O -2.785 2.510 -2.010
C -2.247 1.382 -2.775
H -5.873 4.390 1.382
H -7.257 3.429 1.479
H -6.868 4.238 -0.086
H -3.798 3.134 0.468
H -4.600 4.138 -0.780
H -4.713 2.174 -2.361
H -4.090 1.126 -1.112
H -2.107 0.496 -2.156
H -1.338 1.585 -3.342
H -2.975 1.191 -3.564
C 5.748 -4.126 4.482
O 4.511 -3.760 3.947
C 4.521 -2.989 2.694
C 3.135 -2.560 2.352
O 3.074 -1.961 1.074
C 1.872 -1.250 0.896
H 6.162 -4.939 3.886
H 5.608 -4.451 5.513
H 6.483 -3.322 4.512
H 4.819 -3.573 1.823
H 5.208 -2.145 2.743
H 2.831 -1.794 3.066
H 2.441 -3.400 2.356
H 1.756 -0.242 1.294
H 1.022 -1.791 1.312
H 1.684 -1.214 -0.177
C -2.329 -3.141 -3.466
O -1.243 -2.494 -4.151
C -0.044 -2.478 -3.378
C 0.762 -1.212 -3.884
O 1.756 -1.125 -2.837
C 2.522 0.077 -2.861
H -2.504 -2.732 -2.471
H -2.206 -4.214 -3.612
H -3.179 -2.805 -4.060
H 0.531 -3.351 -3.686
H -0.187 -2.461 -2.298
H 0.040 -0.398 -3.814
H 1.122 -1.324 -4.906
H 3.299 0.076 -3.625
H 2.872 0.175 -1.834
H 1.817 0.892 -3.028
```

Charge: -1
Spin multiplicity: 2
<S²>: 0.753

***

[2]
Below is 2 unconnected molecules or ions with the total composition C14H36NOSi, with properties calculated with wB97M-V/def2-TZVPD.

XYZ file:
```
53
Properties=species:S:1:pos:R:3
C 0.307 3.563 3.542
C -0.354 3.557 2.157
C -1.476 2.524 1.973
C -1.009 1.098 1.637
C -0.581 0.230 2.825
C -0.272 -1.210 2.401
C 1.017 -1.447 1.594
C 2.274 -0.704 2.055
C 2.471 0.739 1.560
Si 2.559 0.998 -0.289
H -0.444 3.404 4.324
H 0.783 4.525 3.742
H 1.069 2.791 3.652
H 0.406 3.398 1.382
H -0.769 4.552 1.968
H -2.077 2.492 2.890
H -2.138 2.871 1.175
H -1.813 0.563 1.110
H -0.174 1.166 0.922
H 0.276 0.683 3.329
H -1.392 0.212 3.563
H -0.287 -1.873 3.271
H -1.115 -1.536 1.771
H 1.236 -2.520 1.644
H 0.824 -1.237 0.533
H 2.296 -0.706 3.153
H 3.150 -1.285 1.747
H 3.431 1.105 1.948
H 1.715 1.419 1.960
H 1.340 0.483 -0.983
H 3.713 0.293 -0.887
H 2.613 2.444 -0.592
C -1.623 -2.671 -3.723
N -0.496 -1.772 -3.317
C 0.360 -1.523 -4.518
C 0.328 -2.447 -2.274
C -0.984 -0.424 -2.838
C -1.754 -0.399 -1.542
O -2.958 -1.133 -1.677
H -1.198 -3.510 -4.269
H -2.144 -3.017 -2.839
H -2.306 -2.113 -4.356
H 0.740 -2.475 -4.879
H 1.186 -0.874 -4.237
H -0.245 -1.048 -5.286
H -0.295 -2.669 -1.413
H 1.146 -1.793 -1.986
H 0.715 -3.374 -2.691
H -1.586 -0.020 -3.651
H -0.094 0.194 -2.714
H -1.970 0.656 -1.344
H -1.143 -0.761 -0.711
H -3.257 -1.421 -0.813
```

Charge: +1

***

[3]
Below is a molecular structure, C14H37BeN3O7, with properties calculated with wB97M-V/def2-TZVPD.

XYZ file:
```
62
Properties=species:S:1:pos:R:3
Be -0.570 -0.476 -1.243
C -2.032 -4.773 -2.640
O -2.737 -3.795 -2.558
O -0.820 -4.687 -2.313
O -2.547 -5.827 -3.021
C -2.650 -3.045 5.650
C -1.697 -1.994 5.184
C -0.522 -1.669 6.136
O -0.877 -1.396 7.490
C -1.567 -0.202 7.713
N -1.311 -2.325 3.815
H -3.584 -3.225 5.117
H -2.968 -2.950 6.688
H -2.265 -4.053 5.498
H -2.195 -1.035 5.042
H 0.094 -0.868 5.727
H 0.210 -2.474 6.083
H -1.703 -0.181 8.795
H -2.544 -0.145 7.234
H -0.898 0.604 7.409
H -2.128 -2.701 3.356
H -0.787 -3.180 3.939
C -0.567 0.861 -7.593
C -0.110 0.404 -6.239
C 1.407 0.809 -6.051
O 1.884 0.169 -4.919
C 3.289 0.010 -4.895
N -0.929 1.079 -5.236
H -1.654 0.837 -7.669
H -0.143 0.310 -8.432
H -0.321 1.900 -7.814
H -0.134 -0.675 -6.089
H 1.490 1.893 -5.968
H 1.956 0.424 -6.911
H 3.799 0.969 -4.984
H 3.567 -0.687 -5.685
H 3.650 -0.420 -3.961
H -1.887 0.901 -5.503
H -0.962 2.062 -5.464
C 3.559 4.437 0.335
C 3.090 2.989 0.096
C 3.713 1.890 0.917
O 3.202 0.535 0.563
C 4.000 -0.494 1.220
N 1.624 2.937 0.231
H 3.513 4.806 1.360
H 2.913 5.175 -0.141
H 4.579 4.561 -0.029
H 3.310 2.794 -0.953
H 3.505 2.067 1.972
H 4.790 1.959 0.761
H 3.843 -0.500 2.299
H 5.037 -0.374 0.906
H 3.663 -1.462 0.850
H 1.160 3.654 -0.308
H 1.455 3.210 1.189
C -5.956 -0.086 0.641
O -5.015 0.887 0.249
H -6.754 -0.210 -0.092
H -5.442 -1.006 0.918
H -6.478 0.241 1.540
H -5.549 1.540 -0.211
```

Charge: 0
ΔE to the lowest compared entry with this formula, charge and spin (kJ/mol): 845.0

***

[4]
Below is 5 unconnected molecules or ions with the total composition C14H37Cl2O14P3, with properties calculated with wB97M-V/def2-TZVPD.

XYZ file:
```
70
Properties=species:S:1:pos:R:3
C -2.279 2.276 -5.302
Cl -0.742 2.379 -4.333
Cl -2.004 2.646 -7.082
H -2.866 1.372 -5.139
H -2.989 3.012 -4.924
C 1.989 -1.362 5.618
O 2.840 -1.998 4.686
P 3.060 -1.272 3.324
O 3.410 0.178 3.538
O 4.240 -2.183 2.598
C 5.611 -2.165 3.011
O 1.729 -1.482 2.465
C 1.742 -1.699 1.086
H 2.605 -0.847 6.355
H 1.281 -2.071 6.047
H 1.304 -0.592 5.264
H 6.150 -2.333 2.079
H 5.699 -2.993 3.716
H 6.091 -1.239 3.325
H 2.754 -1.614 0.688
H 1.078 -0.977 0.611
H 1.220 -2.621 0.832
C -3.832 1.009 3.612
O -3.708 1.602 2.334
P -2.414 2.643 2.143
O -2.050 2.999 0.745
O -2.971 3.946 2.986
C -4.406 4.270 2.871
O -1.263 2.105 3.132
C -0.051 1.722 2.582
H -2.915 0.780 4.154
H -4.001 -0.027 3.318
H -4.633 1.382 4.251
H -4.895 4.188 3.842
H -4.724 3.589 2.081
H -4.486 5.289 2.492
H -0.102 1.638 1.496
H 0.236 0.721 2.901
H 0.707 2.468 2.823
C 2.517 0.840 -1.777
O 3.366 -0.121 -2.252
P 2.837 -1.523 -2.887
O 1.638 -2.132 -2.216
O 2.446 -1.189 -4.461
C 1.176 -0.780 -5.001
O 4.203 -2.382 -3.056
C 5.128 -2.558 -1.999
H 2.888 1.788 -2.167
H 2.558 0.690 -0.698
H 1.472 0.836 -2.088
H 1.138 0.205 -5.467
H 0.398 -0.859 -4.241
H 0.927 -1.448 -5.825
H 6.071 -2.188 -2.399
H 5.355 -3.621 -1.905
H 4.990 -2.092 -1.023
O -2.643 -0.900 -3.665
C -3.634 -0.947 -2.991
O -3.809 -0.247 -1.849
C -2.853 0.598 -1.243
C -1.845 -0.152 -0.408
C -4.828 -1.791 -3.315
H -3.471 1.234 -0.609
H -2.440 1.352 -1.913
H -0.958 -0.444 -0.971
H -2.243 -1.073 0.017
H -1.534 0.452 0.445
H -5.651 -1.785 -2.600
H -4.377 -2.783 -3.338
H -5.236 -1.723 -4.324
```

Charge: 0
ΔE to the lowest compared entry with this formula, charge and spin (kJ/mol): 185.1
SMILES: COP(=O)(OC)OC.COP(=O)(OC)OC.COP(=O)(OC)OC.CCOC(C)=O.ClCCl

***

[5]
Below is 5 unconnected molecules or ions with the total composition C14H38ClN3O6, with properties calculated with wB97M-V/def2-TZVPD.

XYZ file:
```
62
Properties=species:S:1:pos:R:3
N -3.488 -4.593 -16.393
H -3.965 -5.374 -16.819
H -2.808 -4.958 -15.741
H -4.102 -4.023 -15.829
H -3.131 -3.969 -17.102
O -5.515 -6.550 -17.217
C -6.023 -7.310 -16.110
C -7.128 -6.802 -15.062
O -8.352 -6.196 -15.289
H -5.165 -7.692 -15.557
H -6.392 -8.152 -16.695
H -6.580 -6.123 -14.408
H -7.284 -7.632 -14.372
Cl -6.501 -1.807 -15.462
O -6.734 -1.557 -14.059
O -5.614 -2.907 -15.421
O -7.657 -2.278 -16.147
O -5.902 -0.701 -16.156
C -2.309 -3.373 -13.095
C -1.231 -4.257 -13.702
N -1.759 -5.521 -14.345
C -2.588 -6.322 -13.415
C -1.843 -6.763 -12.137
C -0.635 -6.322 -14.891
C -1.243 -7.399 -15.845
H -3.232 -3.422 -13.673
H -2.057 -2.312 -13.097
H -2.569 -3.492 -12.043
H -0.766 -3.740 -14.541
H -0.480 -4.424 -12.929
H -2.948 -7.204 -13.944
H -3.486 -5.814 -13.063
H -1.697 -5.936 -11.441
H -0.959 -7.375 -12.318
H -2.512 -7.386 -11.543
H -0.061 -5.626 -15.502
H -0.018 -6.690 -14.071
H -0.343 -7.694 -16.385
H -1.695 -8.275 -15.380
H -1.945 -7.010 -16.583
C -4.350 -2.754 -19.173
C -2.788 -2.917 -19.246
N -2.135 -2.748 -17.951
C -0.704 -3.133 -18.097
C -0.569 -4.650 -18.348
C -2.156 -1.357 -17.503
C -1.861 -1.242 -15.990
H -4.755 -2.721 -20.184
H -4.611 -1.817 -18.681
H -4.839 -3.555 -18.619
H -2.659 -3.908 -19.680
H -2.395 -2.228 -19.994
H -0.269 -2.564 -18.918
H -0.157 -2.788 -17.219
H -1.090 -5.277 -17.624
H -0.889 -4.896 -19.361
H 0.464 -4.997 -18.332
H -3.107 -0.852 -17.672
H -1.425 -0.782 -18.072
H -1.838 -0.191 -15.703
H -0.920 -1.677 -15.651
H -2.666 -1.728 -15.439
```

Charge: -2
ΔE to the lowest compared entry with this formula, charge and spin (kJ/mol): 0.0

***

[6]
Below is 4 unconnected molecules or ions with the total composition C14H38ClO17P3S2, with properties calculated with wB97M-V/def2-TZVPD.

XYZ file:
```
75
Properties=species:S:1:pos:R:3
C -2.540 -0.981 1.288
O -1.888 -2.119 1.926
S -2.168 -3.449 0.933
O -2.296 -4.602 1.882
O -0.810 -3.668 -0.059
C -1.346 -3.989 -1.380
C -0.471 -5.040 -2.158
C 0.874 -4.475 -2.755
C 0.660 -3.372 -3.894
S 1.664 -3.901 -5.375
O 1.606 -2.903 -6.475
O 1.052 -5.205 -5.805
Cl 3.657 -4.243 -4.828
H -3.608 -1.222 0.994
H -1.937 -0.718 0.362
H -2.513 -0.075 1.961
H -2.353 -4.485 -1.194
H -1.594 -3.058 -1.982
H -1.115 -5.511 -2.957
H -0.211 -5.882 -1.446
H 1.389 -5.350 -3.266
H 1.607 -4.103 -1.985
H 0.975 -2.339 -3.561
H -0.419 -3.323 -4.234
C -0.410 4.689 2.413
O -0.098 5.007 1.068
P -0.346 3.958 -0.264
O -1.133 2.941 0.549
O 1.245 3.583 -0.324
C 1.874 3.018 0.813
O -0.633 3.014 -1.675
C -0.577 3.742 -2.911
H -1.102 5.442 2.800
H -0.839 3.705 2.571
H 0.513 4.757 2.993
H 1.182 2.426 1.414
H 2.311 3.811 1.423
H 2.679 2.368 0.468
H 0.401 4.217 -3.032
H -1.360 4.504 -2.930
H -0.739 3.045 -3.733
C 4.827 -5.373 2.111
O 5.232 -5.200 0.766
P 5.136 -6.411 -0.441
O 4.335 -7.424 0.363
O 6.748 -6.680 -0.351
C 7.314 -7.131 0.866
O 5.064 -7.380 -1.864
C 5.196 -6.654 -3.095
H 4.074 -4.618 2.350
H 4.428 -6.353 2.353
H 5.696 -5.190 2.747
H 6.613 -7.731 1.448
H 7.648 -6.274 1.456
H 8.184 -7.744 0.629
H 6.145 -6.110 -3.116
H 4.368 -5.951 -3.197
H 5.169 -7.362 -3.922
C -6.621 6.093 3.967
O -5.931 6.292 2.749
P -4.563 7.305 2.561
O -4.331 7.594 4.036
O -5.471 8.458 1.838
C -6.535 9.061 2.552
O -3.137 8.154 2.100
C -2.566 7.741 0.850
H -6.625 5.025 4.197
H -6.222 6.633 4.821
H -7.658 6.406 3.818
H -6.342 9.091 3.626
H -7.463 8.520 2.356
H -6.651 10.083 2.191
H -3.293 7.858 0.042
H -2.254 6.695 0.915
H -1.694 8.360 0.642
```

Charge: 0

***

[7]
Below is 8 unconnected molecules or ions with the total composition C14H38O8, with properties calculated with wB97M-V/def2-TZVPD.

XYZ file:
```
60
Properties=species:S:1:pos:R:3
C -3.304 -2.682 -5.469
C -2.561 -1.408 -5.581
O -3.127 -0.331 -5.818
C -1.100 -1.337 -5.549
H -4.285 -2.494 -5.907
H -3.189 -3.017 -4.438
H -2.844 -3.297 -6.242
H -0.594 -2.194 -5.994
H -0.962 -1.553 -4.490
H -0.651 -0.445 -5.987
C -0.653 -7.361 -1.767
C -0.322 -6.080 -2.491
O -0.477 -6.041 -3.670
C 0.247 -4.885 -1.675
H 0.115 -7.756 -1.103
H -0.874 -8.070 -2.564
H -1.562 -7.197 -1.188
H 1.074 -5.163 -1.022
H -0.528 -4.574 -0.975
H 0.538 -3.991 -2.227
C 0.226 1.886 7.632
C 1.359 1.067 7.139
O 2.036 0.403 7.898
C 1.416 0.693 5.688
H 0.449 2.855 7.185
H 0.207 1.852 8.721
H -0.743 1.439 7.411
H 1.200 1.601 5.126
H 0.594 0.004 5.493
H 2.377 0.303 5.355
C 3.893 -0.090 -0.614
O 3.929 0.091 0.828
H 3.727 -1.149 -0.814
H 3.111 0.574 -0.984
H 4.763 0.209 -1.200
H 4.491 0.838 1.047
C 2.369 4.504 -4.325
O 3.514 4.910 -3.570
H 1.817 5.378 -4.671
H 2.727 4.183 -5.303
H 1.830 3.769 -3.725
H 3.235 4.952 -2.653
C -4.239 0.584 3.822
O -3.055 -0.199 3.856
H -4.354 1.285 4.649
H -4.307 1.211 2.933
H -5.155 -0.005 3.873
H -3.240 -0.905 4.479
C 1.489 5.889 1.509
O 0.914 5.754 0.199
H 1.361 4.947 2.042
H 2.550 6.105 1.639
H 1.010 6.646 2.130
H 0.348 4.980 0.248
C -1.183 0.500 -0.155
O -0.662 1.173 0.962
H -2.135 -0.002 0.021
H -1.403 1.193 -0.967
H -0.465 -0.245 -0.494
H -0.943 0.697 1.746
```

Charge: 0
SMILES: CC(C)=O.CC(C)=O.CC(C)=O.CO.CO.CO.CO.CO

***

| no. | DFT total energy (a.u.) |
| --- | --- |
| 1 | -1416.5568 |
| 2 | -974.2424 |
| 3 | -1260.9166 |
| 4 | -3553.6205 |
| 5 | -1631.6438 |
| 6 | -4115.5964 |
| 7 | -1157.9581 |